(1)
ORCA calculation (ωB97M-V/def2-TZVPD) on 2 unconnected molecules or ions with the total composition C4H11IN2.

The geometry in ORCA input format:
```
! wB97M-V def2-TZVPD RIJCOSX def2/J DEFGRID3
* xyz 0 1
C 0.897 0.998 1.431
C -1.971 0.156 -0.629
C -1.888 -1.833 0.876
C 1.457 -0.221 0.805
N 0.052 -1.189 -0.386
N -1.183 -0.954 -0.030
I 3.177 -0.034 -0.487
H 0.006 0.862 2.018
H 1.593 1.560 1.994
H 0.498 1.644 0.701
H -2.720 -0.315 -1.239
H -2.309 1.087 0.020
H -1.244 0.634 -1.300
H -1.357 -2.763 1.024
H -2.238 -1.369 1.726
H -2.910 -2.110 0.485
H 1.660 -0.930 1.557
H 0.229 -0.736 -1.414
*
```

LUMO level, Ha: 0.02763
Kohn-Sham gap, Ha: 0.290

(2)
ORCA calculation (ωB97M-V/def2-TZVPD) on a molecular structure, C4H11InNO.

The geometry in ORCA input format:
```
! wB97M-V def2-TZVPD RIJCOSX def2/J DEFGRID3
* xyz 3 1
In 0.581 4.149 -3.774
C 2.386 5.772 -8.371
C 2.640 5.123 -7.028
C 4.015 5.256 -6.342
O 3.817 4.575 -5.124
C 4.981 4.404 -4.316
N 1.591 5.709 -6.169
H 1.389 5.623 -8.802
H 3.096 5.329 -9.099
H 2.584 6.848 -8.398
H 2.468 4.034 -7.062
H 4.346 6.293 -6.161
H 4.787 4.807 -6.985
H 5.128 5.313 -3.694
H 5.882 4.193 -4.905
H 4.770 3.530 -3.695
H 0.721 5.954 -6.683
H 1.947 6.658 -5.924
*
```

LUMO level, Ha: -0.69904
Kohn-Sham gap, Ha: 0.161

(3)
ORCA calculation (ωB97M-V/def2-TZVPD) on 2 unconnected molecules or ions with the total composition C4H11N2.

The geometry in ORCA input format:
```
! wB97M-V def2-TZVPD RIJCOSX def2/J DEFGRID3
* xyz 1 1
C 2.274 0.585 0.308
C 2.180 -0.887 0.315
C -2.510 -0.170 -0.890
C -0.769 0.647 0.591
N 1.024 -0.037 -0.090
N -1.731 -0.185 0.319
H 2.251 1.099 1.259
H 2.863 1.085 -0.449
H 2.641 -1.465 -0.472
H -2.307 0.738 -1.450
H -2.293 -1.039 -1.513
H -3.570 -0.195 -0.636
H -0.402 0.691 1.607
H 2.062 -1.403 1.257
H 0.875 -0.041 -1.095
H -0.684 1.545 -0.002
H -1.903 -0.968 0.939
*
```

LUMO level, Ha: -0.11143
Kohn-Sham gap, Ha: 0.412

(4)
ORCA calculation (ωB97M-V/def2-TZVPD) on a gas-phase ion, C4H11N2 (charge +1).

The geometry in ORCA input format:
```
! wB97M-V def2-TZVPD RIJCOSX def2/J DEFGRID3
* xyz 1 1
C -1.272 0.758 -0.295
C 1.236 0.090 0.293
C -1.426 1.945 0.564
C -0.179 -1.062 -1.310
N -0.144 -0.002 -0.297
N 1.764 -1.220 0.747
H -2.018 0.504 -1.023
H 1.219 0.792 1.122
H -0.746 2.738 0.245
H -1.189 1.721 1.604
H -2.441 2.328 0.506
H 0.326 -0.714 -2.212
H 0.306 -1.977 -0.977
H -1.202 -1.327 -1.571
H 2.184 -1.737 -0.034
H 1.073 -1.828 1.217
H 2.506 -1.008 1.422
*
```

LUMO level, Ha: -0.13972
Kohn-Sham gap, Ha: 0.301

(5)
ORCA calculation (ωB97M-V/def2-TZVPD) on a gas-phase ion, C4H11N2 (charge +1).

The geometry in ORCA input format:
```
! wB97M-V def2-TZVPD RIJCOSX def2/J DEFGRID3
* xyz 1 1
C 0.804 -0.708 1.182
C 0.209 0.671 1.096
C 0.404 -1.084 -0.333
C -0.247 1.739 -1.099
N -0.572 -1.941 -0.358
N -0.346 0.539 -0.312
H 1.820 -0.854 1.494
H 0.343 -1.415 1.823
H -0.561 1.076 1.806
H 1.076 1.365 0.929
H 0.978 -1.216 -1.269
H -0.143 2.541 -0.430
H 0.545 1.762 -1.839
H -1.111 1.973 -1.660
H -0.934 -2.403 0.437
H -0.925 -2.307 -1.240
H -1.342 0.263 -0.226
*
```

LUMO level, Ha: -0.10321
SMILES: C[N@@H+]1CC[C@H]1N
Kohn-Sham gap, Ha: 0.434

(6)
ORCA calculation (ωB97M-V/def2-TZVPD) on 2 unconnected molecules or ions with the total composition C4H11N2.

The geometry in ORCA input format:
```
! wB97M-V def2-TZVPD RIJCOSX def2/J DEFGRID3
* xyz 1 1
C 1.224 0.622 -0.140
C 1.787 -0.552 0.652
C 0.252 -0.431 0.385
C -0.642 -0.033 1.598
N -0.231 -1.221 -0.588
N -1.443 0.857 -1.945
H 1.256 0.549 -1.217
H 1.250 1.624 0.260
H 2.248 -0.310 1.604
H 2.264 -1.391 0.162
H -0.802 1.025 1.432
H -0.216 -0.312 2.551
H -2.351 1.199 -1.666
H -0.603 -2.112 -0.225
H -1.384 0.986 -2.944
H -1.022 0.071 -1.455
H -1.587 -0.574 1.538
*
```

LUMO level, Ha: -0.30599
Kohn-Sham gap, Ha: 0.198

(7)
ORCA calculation (ωB97M-V/def2-TZVPD) on 2 unconnected molecules or ions with the total composition C4H11N2.

The geometry in ORCA input format:
```
! wB97M-V def2-TZVPD RIJCOSX def2/J DEFGRID3
* xyz 1 1
C -0.255 0.387 -2.015
C 0.104 1.554 -2.547
N -1.161 0.322 -0.895
H 0.143 -0.637 -2.301
H 0.819 1.591 -3.348
H -0.361 2.495 -2.224
H -0.529 0.002 0.118
H -1.573 1.223 -0.720
H -1.849 -0.390 -1.090
C -0.225 -1.197 2.338
C 1.553 -0.297 1.194
N 0.292 -0.496 1.145
H 0.103 -2.259 2.440
H -1.335 -1.224 2.189
H 0.009 -0.648 3.273
H 2.121 0.157 0.349
H 2.144 -0.581 2.094
*
```

LUMO level, Ha: -0.12825
Kohn-Sham gap, Ha: 0.393